Entry from OMol25: C2H5NO2S in the gas phase in a non-equilibrium geometry (ωB97M-V with the def2-TZVPD basis set).

Computed properties:
Orbital gap: 0.3329 Eh
Net charge: 0
HOMO level: -0.330 Ha
Relative energy (zero: lowest compared OMol25 entry of this formula, charge and spin): 125.3 kcal per mole
Structure (SMILES): CN=[S@@]1(=O)CO1
Lowest unoccupied orbital energy: 0.1 eV

Last column: Mulliken charge in e.
Geometry (Å):
S  -0.36126  -0.47464  -0.77967  0.808
O  -0.50475  -0.51656  -2.33501  -0.272
O  -0.47481  -1.75937  -0.16232  -0.570
N  0.97675  0.32801  -0.21086  -0.422
C  1.35250  -0.26389  0.98585  -0.626
C  -1.72125  0.06811  -1.85420  -0.184
H  -1.98427  1.17757  -2.11408  0.239
H  2.44006  0.20365  1.02272  0.239
H  1.30851  -1.33427  0.93293  0.311
H  -2.67349  -0.52603  -1.91100  0.245
H  0.65902  0.00716  1.82008  0.233


Entry from OMol25: 2 unconnected molecules or ions with the total composition C2H5NO2S in a non-equilibrium geometry (ωB97M-V with the def2-TZVPD basis set).

Computed properties:
Orbital gap: 0.2908 Eh
Net charge: 0
HOMO level: -0.279 Ha
Relative energy (zero: lowest compared OMol25 entry of this formula, charge and spin): 70.8 kcal per mole
Lowest unoccupied orbital energy: 0.3 eV

Last column: Mulliken charge in e.
Geometry (Å):
S  1.34707  -0.62905  -1.14770  -0.285
O  -0.69027  -2.11416  -0.36646  -0.481
O  -1.82902  0.79029  1.08982  -0.432
N  0.21570  1.78260  0.45217  -0.318
C  -0.72353  0.87794  0.67133  0.465
C  0.24792  -1.16470  0.13695  -0.285
H  0.34791  -0.05009  -2.02728  0.154
H  -0.91283  -2.08239  -1.27310  0.338
H  0.20061  2.53898  1.08898  0.248
H  0.72715  -1.28326  1.14780  0.376
H  1.06930  1.33383  0.22748  0.219


Entry from OMol25: C2H5NO2S in the gas phase in a non-equilibrium geometry (ωB97M-V with the def2-TZVPD basis set).

Computed properties:
Orbital gap: 0.3836 Eh
Net charge: 0
HOMO level: -0.351 Ha
Relative energy (zero: lowest compared OMol25 entry of this formula, charge and spin): 84.2 kcal per mole
Lowest unoccupied orbital energy: 0.9 eV

Last column: Mulliken charge in e.
Geometry (Å):
S  1.54315  -0.15733  0.36467  0.495
O  -0.48625  1.49707  0.06239  -0.302
O  2.06355  -0.92488  -0.72319  -0.536
N  0.91045  1.45330  -0.09596  -0.278
C  -0.23008  -0.84988  0.60846  -0.491
C  -1.10232  0.17353  -0.12907  -0.406
H  -0.28222  -1.87514  0.22895  0.343
H  -1.02254  -0.20519  -1.17697  0.242
H  1.05286  1.61872  -1.08252  0.286
H  -2.05701  0.37590  0.20995  0.354
H  -0.38959  -1.10611  1.73329  0.294


Entry from OMol25: C2H5NO2S in the gas phase in a non-equilibrium geometry (ωB97M-V with the def2-TZVPD basis set).

Computed properties:
Orbital gap: 0.3051 Eh
Net charge: 0
HOMO level: -0.311 Ha
Relative energy (zero: lowest compared OMol25 entry of this formula, charge and spin): 132.1 kcal per mole
Structure (SMILES): CN(O)OC=S
Lowest unoccupied orbital energy: -0.2 eV

Last column: Mulliken charge in e.
Geometry (Å):
S  -0.23880  -0.11135  2.75973  -0.263
O  0.29945  1.19642  -0.82945  -0.549
O  -1.04950  0.15212  0.52122  -0.148
N  -0.50012  0.02767  -0.75056  0.135
C  -0.42601  0.84916  1.41073  -0.146
C  0.36371  -1.22691  -0.75049  -0.687
H  0.31545  -1.65386  -1.80256  0.263
H  -0.06748  -1.90358  -0.00497  0.313
H  0.16958  1.58967  0.95085  0.417
H  1.44021  -0.97181  -0.47334  0.285
H  -0.30648  2.05247  -1.03116  0.381


Entry from OMol25: 2 unconnected molecules or ions with the total composition C2H5NO2S in a non-equilibrium geometry (ωB97M-V with the def2-TZVPD basis set).

Computed properties:
Orbital gap (alpha / beta): 0.2202 / 0.2794 Eh
Spin multiplicity: 3
Net charge: 0
HOMO level (alpha / beta): -0.209 / -0.402 Ha
Relative energy (zero: lowest compared OMol25 entry of this formula, charge and spin): 123.0 kcal per mole
Lowest unoccupied orbital energy (alpha / beta): 0.3 / -3.3 eV

Last column: Mulliken charge in e.
Geometry (Å):
S  -1.56479  -0.11330  -0.29430  0.792
O  -2.02726  1.24056  -0.53481  -0.524
O  -2.37993  -1.24751  -0.61795  -0.521
N  -0.79681  -0.23931  1.16392  -0.291
C  1.32943  0.49698  -0.24170  -1.286
C  0.17203  -0.36077  0.04209  0.181
H  0.71062  -1.61151  -0.65145  0.141
H  -0.56585  -0.52865  2.18773  0.332
H  1.54278  1.40083  0.37721  0.343
H  2.24685  0.02840  -0.23153  0.486
H  1.33292  0.93428  -1.19921  0.347


Entry from OMol25: 2 unconnected molecules or ions with the total composition C2H5NO2S in a non-equilibrium geometry (ωB97M-V with the def2-TZVPD basis set).

Computed properties:
Orbital gap (alpha / beta): 0.2826 / 0.2941 Eh
Spin multiplicity: 3
Net charge: 0
HOMO level (alpha / beta): -0.260 / -0.405 Ha
Relative energy (zero: lowest compared OMol25 entry of this formula, charge and spin): 100.4 kcal per mole
Lowest unoccupied orbital energy (alpha / beta): 0.6 / -3.0 eV

Last column: Mulliken charge in e.
Geometry (Å):
S  -0.70693  -1.84463  1.09197  0.899
O  -1.46089  -2.46192  2.16419  -0.530
O  -0.71079  -2.43094  -0.16613  -0.471
N  -0.71406  -0.18777  1.16493  -0.224
C  -0.85422  0.38144  -0.83085  -1.071
C  0.61790  -0.83185  1.49376  -0.287
H  0.90638  -0.45394  2.45561  0.302
H  -0.11554  1.07003  -0.96552  0.436
H  -1.85708  0.53871  -0.54464  0.325
H  -0.85082  -0.50748  -1.49954  0.308
H  1.38747  -0.31763  0.95158  0.313


Entry from OMol25: a molecular structure, C2H5NO2Si in a non-equilibrium geometry (ωB97M-V with the def2-TZVPD basis set).

Computed properties:
Orbital gap (alpha / beta): 0.2564 / 0.2564 Eh
Net charge: 0
HOMO level (alpha / beta): -0.298 / -0.297 Ha
Relative energy (zero: lowest compared OMol25 entry of this formula, charge and spin): 203.9 kcal per mole
Lowest unoccupied orbital energy (alpha / beta): -1.1 / -1.1 eV

Last column: Mulliken charge in e.
Geometry (Å):
Si  0.36541  1.74311  1.24704  0.467
O  -0.97759  0.75305  1.74322  -0.323
O  -2.27127  -1.29976  -0.33377  -0.616
N  -0.10268  0.10418  0.80560  0.103
C  -0.50362  -0.71028  -0.16184  0.449
C  0.29141  -1.12721  -1.18166  -0.845
H  0.88919  -0.27897  -1.51268  0.277
H  0.05660  2.66354  0.27500  -0.028
H  1.46467  1.55959  2.02458  -0.030
H  -0.29690  -1.47894  -1.99752  0.303
H  1.08477  -1.92832  -0.90797  0.242


Entry from OMol25: 2 unconnected molecules or ions with the total composition C2H5NO3 (ωB97M-V with the def2-TZVPD basis set).

Computed properties:
Orbital gap: 0.3927 Eh
Net charge: 0
HOMO level: -0.371 Ha
Relative energy (zero: lowest compared OMol25 entry of this formula, charge and spin): 12.8 kcal per mole
Structure (SMILES): O=CNC=O.O
Lowest unoccupied orbital energy: 0.6 eV

Last column: Mulliken charge in e.
Geometry (Å):
O  0.04550  1.41810  -1.38851  -0.445
O  -1.42147  0.10372  2.03479  -0.637
O  -0.72510  -1.26061  -0.59193  -0.478
N  1.19058  -0.08166  -0.07717  -0.057
C  0.36550  -1.19758  -0.10589  0.002
C  0.93246  1.16857  -0.63667  0.051
H  -1.78172  0.03393  1.14173  0.336
H  -2.03279  -0.35474  2.61616  0.303
H  1.73266  1.88250  -0.38418  0.345
H  0.84709  -2.07054  0.36868  0.350
H  2.00122  -0.15630  0.50923  0.229